1.
{
  "formula": "C21H19BaCl3N7S2Se4Si",
  "method": "wB97M-V/def2-TZVPD",
  "species": ["H", "C", "Cl", "H", "C", "C", "C", "C", "H", "C", "H", "C", "H", "H", "H", "H", "C", "H", "N", "C", "Se", "H", "N", "S", "H", "C", "N", "H", "Ba", "C", "C", "Se", "N", "N", "H", "H", "C", "H", "S", "N", "Se", "Si", "H", "C", "H", "H", "C", "C", "C", "Cl", "C", "C", "N", "Cl", "C", "C", "H", "Se"],
  "positions_angstrom": [[-2.3952, -0.5188, 4.9752], [2.3031, -3.6973, 0.1925], [-4.6633, 4.5878, -0.0233], [-1.3446, 1.5726, -4.0258], [-3.8695, 0.9366, 1.1033], [-0.7995, -1.9154, -0.0297], [5.9101, -5.8608, 0.7282], [-2.5178, 1.1072, -2.2180], [-1.2011, 0.2684, 3.8835], [-3.7461, 1.1599, -0.4341], [-1.5348, -1.3721, 3.5602], [3.5740, -5.6813, -0.0463], [-5.8246, 1.7646, 1.8189], [2.3244, 3.8090, -4.2090], [-0.6770, -4.0618, 0.3431], [-0.5086, 0.7960, -2.6164], [-0.1809, -3.1576, 0.0909], [-1.8921, -1.7640, 0.0597], [1.1608, -2.8886, -0.0572], [0.8635, 3.3450, -2.5250], [2.8951, 1.0671, 1.6474], [1.5839, -5.4474, -0.8194], [0.0863, -0.9326, -0.3103], [-4.6163, 0.5576, 3.5415], [-1.5683, -0.0822, -3.7549], [-1.4333, 0.8649, -3.1905], [2.4121, 2.4950, -1.2578], [-0.1550, 3.7151, -2.7556], [-0.3406, 1.8251, 0.8420], [3.4211, -3.0639, 0.8110], [-3.0874, 0.0254, 3.0242], [0.5700, 2.4093, 4.1942], [-2.7808, 0.3271, 1.7501], [-2.5265, 0.9527, -0.9078], [-5.7641, 1.8854, -1.1915], [5.4438, -3.2499, 1.3154], [4.7171, -5.1089, 0.5165], [2.1820, -1.1820, -0.5274], [-4.0781, 1.4987, -2.8370], [6.9075, -6.3079, 1.0209], [2.6676, 2.7794, 3.2666], [-2.4951, 4.6489, -0.6636], [3.4477, -2.1171, 1.2784], [1.2003, -1.4991, -0.2384], [4.1197, 2.7342, -2.5019], [2.7753, 1.9985, -0.3937], [-2.0204, -0.4491, 3.9350], [4.5996, -3.7462, 0.8538], [-4.7469, 1.4713, -1.2874], [-1.9639, 6.7733, -0.4418], [2.0597, 3.3807, -3.2570], [3.0201, 2.8750, -2.4151], [1.1293, 2.8324, -1.2919], [-2.7410, 4.3364, -2.8789], [2.4173, -4.9721, -0.2677], [-4.9295, 1.1384, 1.9394], [3.5299, -6.7007, -0.4257], [-0.9191, 3.8377, 3.1080]],
  "forces_ev_per_angstrom": [[0.46, -0.23, -0.58], [0.50, 2.50, 0.37], [0.60, 0.32, -0.34], [-0.11, 0.43, 0.72], [0.35, -0.36, -0.54], [-2.08, -2.30, 0.09], [-1.66, 1.47, -0.19], [-1.46, -0.13, -0.50], [-0.08, 0.29, 0.32], [-1.64, -0.10, 4.59], [-0.63, 0.13, 0.40], [0.47, -1.02, -0.42], [0.49, -0.60, -0.35], [-0.48, -0.02, -0.14], [0.27, -0.73, 0.09], [0.20, 0.04, -0.36], [-0.91, 2.15, -0.02], [0.97, 0.18, -0.14], [-0.59, 0.65, 0.64], [0.13, 0.00, 1.32], [-0.08, -0.22, 0.09], [0.56, 0.37, 0.46], [-1.80, 1.41, 0.42], [0.09, 0.07, -0.95], [-0.06, 0.13, 0.73], [0.85, -0.81, -0.44], [0.55, 0.56, -0.86], [0.91, -0.35, 0.15], [-0.12, -0.06, 0.12], [-0.69, -1.54, -0.97], [1.19, 1.05, -2.02], [-0.15, -0.13, 0.04], [-1.42, -0.32, 1.08], [1.79, -0.09, -2.14], [0.77, -0.65, 0.50], [0.10, -0.04, -0.07], [-1.61, 0.37, -0.79], [0.16, 0.98, 0.16], [0.32, -0.30, -0.39], [2.05, -1.26, 0.40], [0.22, -0.13, -0.32], [0.01, -0.14, 0.43], [-0.64, 1.14, 0.10], [4.25, -2.69, -0.89], [-1.14, 0.16, -0.16], [-0.15, 0.66, -0.51], [0.29, -0.51, 0.33], [1.25, -0.84, 1.01], [-0.82, 0.63, -0.66], [-0.45, -0.64, -0.32], [0.45, 0.37, -0.05], [1.25, -1.07, 1.05], [-1.32, -0.10, -1.02], [0.07, 0.80, 0.30], [-1.11, -0.67, -0.46], [-0.68, 0.89, 0.14], [0.54, 0.05, 0.31], [-0.24, 0.25, 0.24]],
  "total_charge": -1,
  "homo_lumo_gap_ev": 5.67
}

---

2.
{
  "formula": "C3H7BrN3",
  "method": "wB97M-V/def2-TZVPD",
  "species": ["Br", "H", "C", "C", "H", "C", "H", "N", "H", "H", "H", "H", "N", "N"],
  "positions_angstrom": [[-0.9786, 3.1434, -1.5522], [0.0688, 1.4622, -0.5067], [-0.0600, -0.6623, 0.0475], [1.8064, -0.5660, 1.1563], [2.7628, -0.7559, 1.5591], [0.8069, -1.4952, 0.7346], [-2.0921, 3.2103, -0.7124], [1.5975, 0.6050, 0.5587], [-1.9589, 0.0962, -0.8645], [2.2885, 1.3647, 0.5905], [0.4385, -2.4452, 1.0112], [-2.1157, -1.4736, -0.0957], [-1.6044, -0.9363, -0.6926], [0.3390, 0.6463, 0.0484]],
  "forces_ev_per_angstrom": [[0.44, 0.17, -0.63], [-0.38, -0.24, -0.09], [-5.85, 0.71, -2.03], [-0.49, -1.61, -2.11], [0.68, -0.15, 0.80], [-0.53, 3.00, 0.16], [-0.57, 0.09, 0.47], [0.41, 0.29, 1.51], [0.52, -3.09, 0.78], [-0.99, -0.10, -0.18], [0.69, -1.03, 0.40], [-1.93, -1.42, 2.33], [6.43, 5.21, -0.99], [1.57, -1.83, -0.41]],
  "total_charge": 1,
  "homo_lumo_gap_ev": 10.45
}

---

3.
{
  "formula": "C4H8O2",
  "method": "wB97M-V/def2-TZVPD",
  "species": ["H", "H", "H", "H", "H", "H", "C", "H", "C", "C", "H", "O", "O", "C"],
  "positions_angstrom": [[-0.5325, 2.0722, -1.8545], [0.0342, -0.9518, -1.3260], [-1.2787, -1.4149, 0.5401], [1.2297, -1.6337, 1.1329], [1.8053, -0.3684, 0.0280], [-1.6062, 1.4640, 0.2189], [-0.6208, 1.0671, -0.0161], [0.9963, 1.1489, -1.3952], [-0.1463, 0.0249, 0.9684], [0.9149, -0.9071, 0.3769], [0.2040, 0.4780, 1.9031], [-1.2815, -0.7648, 1.2652], [0.3103, -1.6324, -0.6861], [-0.0289, 1.4181, -1.1555]],
  "forces_ev_per_angstrom": [[0.08, 0.12, 0.03], [0.06, -0.42, 0.07], [-0.30, -0.01, 0.28], [-0.12, 0.10, -0.17], [-0.12, 0.01, 0.10], [0.05, -0.13, -0.07], [0.16, 0.17, -0.30], [-0.15, -0.23, -0.08], [0.19, 0.17, -0.02], [0.13, 0.18, 0.20], [-0.03, -0.03, -0.13], [-0.04, -0.39, 0.07], [0.07, 0.19, -0.30], [0.00, 0.27, 0.32]],
  "homo_lumo_gap_ev": 11.15
}

---

4.
{
  "formula": "C3H8N2",
  "method": "wB97M-V/def2-TZVPD",
  "species": ["H", "H", "C", "H", "H", "C", "H", "H", "H", "C", "N", "N", "H"],
  "positions_angstrom": [[-1.3884, -1.2599, -1.1246], [-2.1971, 0.5228, -1.2371], [-0.0989, 0.4691, -0.3071], [-0.3536, 1.4230, 0.0457], [1.0971, 0.5737, 2.4584], [0.7491, -0.3426, 0.5469], [0.5845, -1.2179, 2.3283], [0.0025, 1.3427, -2.0744], [0.6526, -1.3385, 0.1777], [-1.2777, -0.1032, -1.1241], [0.3661, -0.2307, 1.8936], [-0.0223, 0.3108, -1.8311], [1.8863, -0.1493, 0.2478]],
  "forces_ev_per_angstrom": [[0.00, 2.27, -0.08], [0.86, -0.80, 0.12], [-2.31, -1.23, -3.03], [0.08, 1.46, 0.39], [-2.88, -3.37, -2.07], [3.28, -0.04, -2.34], [-0.42, 2.88, -0.49], [-0.68, -1.78, -0.41], [-0.25, -1.09, 0.02], [1.03, -0.48, 0.29], [3.12, 0.24, 4.84], [0.11, 1.93, 1.84], [-1.93, 0.02, 0.93]],
  "homo_lumo_gap_ev": 10.37
}

---

5.
{
  "formula": "C13H34O7",
  "method": "wB97M-V/def2-TZVPD",
  "species": ["H", "H", "H", "H", "H", "H", "O", "H", "O", "C", "H", "C", "C", "H", "O", "H", "H", "H", "C", "C", "H", "H", "H", "H", "H", "O", "H", "C", "C", "H", "H", "C", "C", "H", "H", "H", "C", "H", "O", "C", "H", "H", "H", "H", "O", "H", "C", "H", "O", "H", "H", "H", "C", "H"],
  "positions_angstrom": [[2.9543, -1.6706, 4.2371], [1.1647, -0.8217, -1.8537], [-4.6717, -1.0075, 0.4177], [-4.0671, 0.0927, 1.7085], [-0.9309, 2.4117, -1.5095], [-3.8120, -0.3305, -2.4644], [3.1308, -5.0983, -1.6100], [4.0632, -1.4899, 2.8459], [2.3301, 1.9051, 1.1021], [2.8256, 2.8966, 1.6607], [0.2321, -5.9230, -2.1329], [-0.3858, 0.4957, -1.0398], [-3.0656, 3.4186, -0.2860], [-2.3267, 3.9995, -0.8379], [-2.9915, 1.2863, -3.5310], [2.1336, 4.5126, 0.3719], [0.5771, 2.0103, -2.2477], [0.1529, -1.5716, -0.7171], [3.2511, -1.0286, 3.4078], [4.0512, 2.7606, 2.5221], [-3.5319, -1.7333, 2.9106], [-4.2295, -0.3849, -4.1290], [1.2894, 4.5037, 1.8839], [1.9112, -5.0808, 0.8162], [2.3684, -0.0638, 2.0896], [-4.3143, -1.6627, 2.3588], [-2.8476, 2.1601, -1.4739], [0.6355, -0.6162, -0.9232], [1.0002, -5.3186, -2.6153], [-2.9732, -1.1110, 0.9089], [1.3306, -3.7037, 0.1017], [1.9292, -4.9514, -1.4456], [2.2520, 4.2715, 1.4283], [0.2929, -5.2083, 0.0555], [3.9696, 3.3165, 3.4561], [-4.8771, 0.9218, -3.0118], [-3.9838, -0.8953, 1.2558], [4.7626, 3.3301, 1.9240], [-3.6276, 2.3346, -0.9420], [0.0338, 1.9473, -1.3049], [-3.8209, 4.1725, -0.0645], [2.9983, 4.9733, 1.8006], [0.3830, 2.4336, -0.3941], [1.3705, -6.0488, -3.3349], [2.0973, -0.8136, 2.6242], [-2.6080, 3.0906, 0.6474], [1.2935, -4.7848, -0.0317], [0.7087, -4.4195, -3.1582], [-1.5393, 0.2173, -0.9608], [1.1936, -0.5221, 0.0083], [3.7306, -0.1126, 3.7529], [4.3562, 1.7341, 2.7252], [-4.0257, 0.3136, -3.3174], [-2.1436, 0.8630, -3.6843]],
  "forces_ev_per_angstrom": [[0.27, 0.07, 0.13], [0.68, 0.65, 0.26], [-0.17, -0.17, 0.28], [0.39, 0.82, -1.30], [0.02, 0.22, -0.16], [0.31, 0.11, 0.26], [-0.89, 0.93, 0.53], [-0.02, -0.57, -0.23], [-1.61, -3.54, -1.91], [-0.06, 2.15, 2.03], [-0.92, 0.76, -0.23], [2.16, 0.24, -0.26], [-0.47, 1.58, 1.67], [0.25, -0.33, -0.40], [-0.26, -0.37, -0.48], [-0.07, -0.11, -0.67], [0.75, 0.22, 0.53], [-0.81, 0.08, -0.21], [0.14, -0.35, 0.09], [-0.53, 1.09, -0.40], [-0.08, -0.02, 0.01], [-0.02, 0.50, -0.55], [-0.36, -0.08, 0.34], [0.32, -0.61, -0.50], [-0.60, 1.05, -0.83], [-0.71, -2.30, 1.12], [-0.55, -1.64, -0.85], [-0.39, -0.81, 0.58], [-0.16, -0.13, 0.78], [0.01, 0.26, -0.20], [-0.80, 0.32, 0.11], [1.28, -2.81, 0.09], [1.28, -0.32, 0.29], [0.07, 0.34, -0.13], [0.03, -0.08, 0.36], [-0.20, -0.28, -0.39], [0.59, 1.45, 0.05], [1.36, -0.15, 0.12], [0.47, 0.33, -0.77], [-1.68, -0.75, -0.12], [-0.31, -0.09, 0.30], [-0.10, 0.51, 0.20], [1.03, -0.21, -0.29], [1.02, 0.43, 0.10], [0.57, -0.13, 0.24], [0.17, 0.18, 0.23], [0.76, 0.98, -0.92], [-0.66, -0.17, 0.19], [-2.25, -0.38, 0.15], [0.91, 0.67, -0.50], [-0.48, 0.28, 0.41], [0.01, 0.13, -0.29], [0.34, 0.34, 1.02], [-0.04, -0.26, 0.10]],
  "total_charge": -1,
  "multiplicity": 2,
  "homo_lumo_gap_ev": [2.12, 6.57]
}